# 1
Below is a single C5H7N molecule at a distorted geometry, with properties calculated with ωB97M-V/def2-TZVPD.

```
! RIJCOSX wB97M-V def2-TZVPD def2/J DEFGRID3
* xyz 0 1
C -0.92 -1.02 0.34
C -0.38 -0.36 -0.88
C 0.67 -0.77 0.09
C 1.11 0.69 0.34
N -0.01 1.43 0.86
C 0.02 1.12 -0.56
H -1.14 -2.07 0.39
H -1.76 -0.47 0.82
H -0.56 -0.72 -1.88
H 1.44 -1.52 -0.14
H 2.12 1.04 0.54
H -0.59 0.75 1.36
H -0.01 1.91 -1.29
*
```

Properties
- highest occupied orbital energy (eV) = -8.84
- SMILES = C1[C@@H]2[C@H]1[C@@H]1N[C@H]21
- ΔE to the lowest compared entry with this formula, charge and spin (eV) = 4.1997

---

# 2
Below is a molecular structure, C33H31N3PtSSbSe at a distorted geometry, with properties calculated with ωB97M-V/def2-TZVPD.

```
! RIJCOSX wB97M-V def2-TZVPD def2/J DEFGRID3
* xyz 1 3
Pt 2.01 -0.33 0.66
C 2.73 2.27 2.65
C 2.61 2.71 1.22
C 2.53 4.05 0.82
C 2.62 4.45 -0.46
C 2.74 3.44 -1.43
C 2.62 3.80 -2.81
C 2.79 2.74 -3.72
C 3.02 1.39 -3.36
C 2.99 1.04 -2.02
S 3.07 -0.62 -1.38
C 2.78 2.09 -1.03
N 2.70 1.78 0.30
H 3.65 1.76 2.73
H 1.76 1.79 2.97
H 2.76 3.19 3.26
H 2.53 4.77 1.62
H 2.57 5.52 -0.70
H 2.56 4.82 -3.11
H 2.88 3.08 -4.80
H 3.22 0.64 -4.11
C -2.75 -3.92 -1.58
C -1.52 -3.55 -2.05
C -0.87 -2.44 -1.43
C -1.47 -1.69 -0.43
C -2.71 -2.16 0.03
C -3.31 -3.31 -0.45
Sb -0.48 0.09 -0.03
C -1.67 1.09 1.52
C -1.05 1.13 2.80
C -1.78 1.66 3.88
C -3.07 2.10 3.69
C -3.70 2.04 2.48
C -2.96 1.58 1.40
C -0.97 1.24 -1.78
C -1.47 2.47 -1.40
C -1.65 3.33 -2.42
C -1.45 3.01 -3.72
C -0.95 1.75 -4.08
C -0.69 0.83 -3.07
H -3.32 -4.73 -2.09
H -1.04 -4.09 -2.89
H 0.05 -2.17 -1.83
H -3.28 -1.61 0.86
H -4.24 -3.58 0.00
H -0.05 0.86 2.85
H -1.30 1.76 4.90
H -3.60 2.57 4.57
H -4.74 2.34 2.33
H -3.42 1.51 0.44
H -1.44 2.84 -0.42
H -2.04 4.30 -2.12
H -1.62 3.80 -4.47
H -0.69 1.47 -5.06
H -0.18 -0.03 -3.35
C 2.28 -4.53 -0.13
N 1.16 -4.40 0.80
C -0.02 -5.13 0.68
C -0.79 -4.77 1.74
N -0.13 -3.78 2.41
C -0.72 -3.05 3.54
C 1.03 -3.47 1.76
Se 2.37 -2.20 2.35
H 2.45 -5.63 -0.25
H 3.17 -4.15 0.36
H 2.02 -4.02 -1.08
H -0.17 -5.90 0.01
H -1.72 -5.22 1.99
H -0.35 -3.43 4.56
H -1.80 -3.17 3.44
H -0.47 -2.04 3.42
*
```

Properties
- highest occupied orbital energy (alpha / beta) (eV) = -9.62 / -10.05
- ΔE to the lowest compared entry with this formula, charge and spin (eV) = 0.7778

---

# 3
Below is 4 unconnected molecules or ions with the total composition C17H42NO4 at a distorted geometry, with properties calculated with ωB97M-V/def2-TZVPD.

```
! RIJCOSX wB97M-V def2-TZVPD def2/J DEFGRID3
* xyz 1 1
C 4.93 2.49 -0.95
C 4.23 3.70 -1.14
N 2.76 3.86 -1.08
C 1.97 2.91 -1.94
C 0.73 2.31 -1.21
C -0.31 3.37 -0.75
O 0.11 1.47 -2.18
H 5.01 1.68 -1.70
H 5.40 2.29 0.04
H 4.82 4.62 -1.32
H 2.48 3.86 -0.10
H 2.55 4.81 -1.42
H 2.60 2.05 -2.26
H 1.65 3.41 -2.87
H 1.08 1.68 -0.36
H -0.16 3.61 0.33
H -0.33 4.30 -1.36
H -1.35 2.96 -0.80
H -0.77 1.24 -1.88
C 0.67 0.12 3.35
C -0.40 1.18 3.16
O -0.94 1.22 1.85
C -1.58 0.02 1.41
C -2.75 -0.41 2.27
H 1.49 0.27 2.64
H 1.08 0.17 4.36
H 0.28 -0.88 3.19
H 0.04 2.17 3.34
H -1.20 1.06 3.90
H -0.84 -0.78 1.31
H -1.94 0.23 0.39
H -2.44 -0.63 3.29
H -3.22 -1.30 1.85
H -3.50 0.39 2.32
C -2.62 -4.45 4.31
C -1.14 -4.26 4.05
O -0.50 -3.38 4.97
C -0.54 -3.77 6.34
C 0.12 -5.11 6.61
H -3.14 -3.49 4.30
H -3.06 -5.11 3.55
H -2.80 -4.91 5.29
H -1.01 -3.81 3.06
H -0.61 -5.22 4.02
H -1.58 -3.76 6.70
H -0.01 -2.99 6.89
H -0.38 -5.93 6.08
H 0.09 -5.34 7.68
H 1.16 -5.10 6.28
C -1.77 -0.62 -7.02
C -0.74 0.32 -7.64
O -0.64 1.57 -6.97
C -0.26 1.52 -5.61
C 1.10 0.88 -5.38
H -2.76 -0.14 -7.00
H -1.84 -1.54 -7.59
H -1.52 -0.88 -5.99
H -1.04 0.54 -8.66
H 0.24 -0.17 -7.70
H -1.03 1.03 -5.02
H -0.22 2.56 -5.27
H 1.12 -0.17 -5.70
H 1.35 0.91 -4.32
H 1.87 1.40 -5.94
*
```

Properties
- highest occupied orbital energy (eV) = -11.31

---

# 4
Below is a single C2H2NO2P molecule at a distorted geometry, with properties calculated with ωB97M-V/def2-TZVPD.

```
! RIJCOSX wB97M-V def2-TZVPD def2/J DEFGRID3
* xyz 0 1
C -0.91 -0.69 0.23
C -0.62 0.75 0.18
N 2.09 -0.76 -0.85
O -0.04 -1.47 0.53
O 0.48 1.18 0.56
P 2.22 0.57 -0.23
H -1.91 -1.00 -0.10
H -1.32 1.42 -0.33
*
```

Properties
- highest occupied orbital energy (alpha / beta) (eV) = -9.55 / -9.55
- ΔE to the lowest compared entry with this formula, charge and spin (eV) = 3.5053

---

# 5
Below is 3 unconnected molecules or ions with the total composition C30H63ClN4O3 at a distorted geometry, with properties calculated with ωB97M-V/def2-TZVPD.

```
! RIJCOSX wB97M-V def2-TZVPD def2/J DEFGRID3
* xyz 0 1
C -2.79 -3.02 -0.94
C -1.82 -4.36 -1.21
C -0.68 -3.93 -2.28
C 0.60 -4.90 -2.46
C 0.99 -5.89 -1.24
C 2.39 -5.50 -0.43
C 2.31 -4.09 0.40
C 3.31 -3.12 -0.53
N 4.76 -3.17 -0.06
C 2.71 -4.10 2.02
C 1.67 -3.03 2.77
C 1.47 -3.21 4.41
C 2.88 -3.47 5.22
C 2.82 -5.00 5.88
Cl 3.41 -4.99 7.63
C 1.82 -1.45 2.36
C 0.40 -0.65 2.12
O 0.73 0.81 1.99
C 0.59 1.13 0.54
C 1.95 1.00 -0.40
O -0.57 1.48 -0.04
C 0.30 -3.53 1.94
O -0.92 -3.80 2.39
N 0.88 -3.52 0.52
H -3.72 -2.98 -1.64
H -2.17 -2.03 -0.88
H -3.22 -3.20 0.16
H -2.57 -5.17 -1.65
H -1.42 -4.65 -0.13
H -0.28 -2.82 -2.09
H -1.22 -3.86 -3.35
H 1.54 -4.21 -2.71
H 0.43 -5.54 -3.44
H 0.19 -6.09 -0.42
H 1.23 -6.96 -1.73
H 3.33 -5.61 -1.13
H 2.50 -6.36 0.39
H 3.33 -3.50 -1.66
H 2.93 -2.01 -0.59
H 5.24 -2.29 -0.33
H 5.29 -3.95 -0.49
H 2.71 -5.21 2.45
H 3.75 -3.66 2.33
H 1.04 -2.17 4.81
H 0.64 -4.01 4.63
H 3.80 -3.39 4.49
H 3.07 -2.63 6.06
H 3.47 -5.68 5.16
H 1.72 -5.46 5.84
H 2.39 -0.92 3.26
H 2.48 -1.26 1.41
H -0.31 -0.85 3.03
H -0.13 -0.91 1.09
H 1.96 0.06 -1.10
H 1.96 1.96 -1.09
H 2.87 0.91 0.31
H 0.70 -2.63 -0.01
C 2.95 8.11 -3.81
C 1.71 7.23 -3.63
N 1.94 5.81 -3.90
C 0.70 5.03 -3.98
C -0.14 4.91 -2.72
C 3.02 5.17 -3.15
C 2.94 5.20 -1.63
H 3.37 8.00 -4.82
H 2.68 9.16 -3.66
H 3.73 7.87 -3.08
H 0.95 7.61 -4.33
H 1.31 7.39 -2.62
H 0.92 4.03 -4.35
H 0.07 5.48 -4.77
H 0.29 4.21 -2.01
H -1.14 4.53 -2.97
H -0.29 5.88 -2.22
H 3.97 5.64 -3.45
H 3.13 4.13 -3.49
H 2.63 6.17 -1.24
H 3.93 4.98 -1.21
H 2.26 4.43 -1.25
C -7.53 1.46 0.20
C -6.15 1.13 0.76
N -5.04 1.75 0.04
C -3.73 1.22 0.43
C -3.27 1.46 1.86
C -5.10 3.21 -0.11
C -5.16 4.04 1.16
H -7.60 1.19 -0.86
H -8.30 0.90 0.74
H -7.77 2.52 0.30
H -6.05 0.04 0.71
H -6.14 1.39 1.83
H -2.97 1.60 -0.26
H -3.74 0.13 0.25
H -2.93 2.49 2.00
H -2.41 0.81 2.08
H -4.04 1.23 2.59
H -5.97 3.45 -0.73
H -4.25 3.55 -0.71
H -5.85 3.64 1.90
H -5.51 5.05 0.92
H -4.18 4.15 1.62
*
```

Properties
- highest occupied orbital energy (eV) = -7.75
- SMILES = CCCCCC[C@]1(CN)C[C@@](CCCCl)(CCOC(C)=O)C(=O)N1.CCN(CC)CC.CCN(CC)CC

---

# 6
Below is a gas-phase ion, C7H15N2 (charge +1) at a distorted geometry, with properties calculated with ωB97M-V/def2-TZVPD.

```
! RIJCOSX wB97M-V def2-TZVPD def2/J DEFGRID3
* xyz 1 1
C 0.96 -1.79 -1.55
C 0.08 -1.87 -0.57
C 0.54 -1.46 0.88
C 0.02 -2.42 1.96
N 0.07 -0.02 1.13
C 0.66 0.89 0.26
N -0.04 1.06 -0.96
C -0.88 1.97 -1.26
C -1.00 3.22 -0.48
H 1.94 -1.39 -1.55
H 0.79 -1.93 -2.65
H -0.91 -2.37 -0.70
H 1.59 -1.51 0.90
H 0.19 -2.03 3.07
H 0.55 -3.45 1.92
H -1.09 -2.59 1.84
H -0.94 0.23 1.20
H 1.62 0.48 -0.07
H 0.94 1.81 0.84
H -0.11 0.22 -1.49
H -1.61 1.78 -2.02
H -0.81 4.13 -1.01
H -0.28 3.23 0.25
H -2.04 3.30 -0.14
*
```

Properties
- highest occupied orbital energy (eV) = -13.21
- SMILES = C=C[C@H](C)NC/[NH+]=C\C
- ΔE to the lowest compared entry with this formula, charge and spin (eV) = 2.6116